# C6H17N2

The ion C6H17N2 with charge +1 in a non-equilibrium geometry (ωB97M-V/def2-TZVPD, the Open Molecules 2025 dataset).

CARTESIAN COORDINATES (ANGSTROEM)
N 0.870 2.584 -0.294
C 0.515 1.986 1.040
C 0.121 0.489 0.950
N -0.024 -0.014 -0.398
C -1.149 0.593 -1.107
C -1.175 -2.093 0.386
C -0.071 -1.470 -0.462
C 1.317 -2.080 -0.213
H 0.600 3.571 -0.326
H 1.813 2.443 -0.612
H 0.298 2.184 -0.980
H -0.325 2.525 1.468
H 1.402 2.129 1.617
H 0.836 -0.068 1.532
H -0.805 0.379 1.531
H -2.100 0.611 -0.543
H -1.012 1.620 -1.446
H -1.351 -0.033 -1.955
H -1.193 -1.845 1.454
H -2.158 -1.901 -0.023
H -1.155 -3.193 0.492
H -0.345 -1.826 -1.465
H 1.956 -1.495 0.457
H 1.847 -1.969 -1.168
H 1.286 -3.125 0.063

Force components x, y, z for each atom (eV/Å):
-0.4 1.3 1.0
-0.1 -0.6 -0.4
-0.5 0.3 0.5
0.1 0.9 -0.5
-0.8 -0.7 0.7
-0.5 -0.9 1.2
0.1 -1.8 0.4
0.5 1.1 -0.9
0.6 0.1 0.2
0.7 0.0 0.2
-1.0 -1.2 -1.5
0.2 0.4 -0.2
0.3 0.1 0.7
0.4 -0.4 -0.2
-0.1 0.1 -0.1
0.3 0.0 0.2
-0.1 0.0 -0.3
0.0 0.0 -0.7
0.1 0.6 -0.2
-0.3 0.3 0.0
0.5 0.3 -0.7
0.2 0.8 -0.1
-0.4 -0.3 0.4
0.0 -0.4 0.2
0.0 -0.1 0.1

Output
HOMO energy: -12.8 eV
total charge: +1
F_max: 2.1 eV/A
SMILES string: CC(C)N(C)CC[NH3+]
ΔE to the lowest compared entry with this formula, charge and spin: 34.8 kcal per mole
E_tot: -9470.5274 eV

***

# C6H17N2

The ion C6H17N2 with charge +1 in a non-equilibrium geometry (ωB97M-V/def2-TZVPD, the Open Molecules 2025 dataset).

CARTESIAN COORDINATES (ANGSTROEM)
N -0.143 -1.713 -2.420
C -0.243 -0.193 -2.117
C 0.490 -0.091 -0.798
N -0.205 -0.476 0.478
C -1.615 -0.292 0.296
C -0.037 1.819 1.416
C 0.189 0.336 1.630
C 1.640 0.051 1.856
H -0.595 -1.891 -3.300
H 0.840 -1.983 -2.540
H -0.761 -2.090 -1.562
H -1.342 0.227 -1.761
H -0.123 0.353 -2.955
H 1.419 -0.799 -0.866
H 1.073 0.821 -0.741
H -2.203 -1.267 0.008
H -2.118 -0.228 1.308
H -1.970 0.586 -0.258
H 1.001 2.435 1.326
H -0.649 1.839 0.427
H -0.616 2.229 2.340
H -0.312 0.259 2.657
H 2.193 0.218 0.801
H 2.081 -1.002 2.187
H 2.007 0.852 2.588

Force components x, y, z for each atom (eV/Å):
-2.9 1.2 1.7
-3.5 -1.3 4.8
4.1 -0.9 0.3
-1.8 0.3 -1.2
-3.4 -2.4 1.9
0.5 2.2 -0.6
1.5 0.2 1.8
3.9 0.0 -0.5
-0.6 -0.5 -0.4
-0.3 -0.2 0.9
2.3 0.0 -2.3
2.2 -2.1 -1.6
1.8 1.9 -2.6
-1.5 0.8 0.0
-0.6 0.8 0.2
1.2 1.6 -0.5
0.8 0.4 -0.9
-0.1 -0.2 0.1
-2.6 -1.3 0.0
1.0 1.2 1.9
0.9 -0.3 -2.1
-0.1 -1.7 -1.9
-0.8 0.0 2.6
-1.7 2.1 -0.4
-0.1 -1.3 -1.0

Output
HOMO energy: -12.7 eV
total charge: +1
F_max: 6.1 eV/A
SMILES string: CC(C)N(C)CC[NH3+]
ΔE to the lowest compared entry with this formula, charge and spin: 107.4 kcal per mole
E_tot: -9467.3766 eV

***

# C6H17N2

A cluster of 3 separate species, C6H17N2 in total in a non-equilibrium geometry (ωB97M-V/def2-TZVPD, the Open Molecules 2025 dataset).

CARTESIAN COORDINATES (ANGSTROEM)
C -2.561 -0.615 1.394
N 0.211 -0.611 -1.812
C 0.398 0.254 -0.600
C 1.648 1.087 -0.575
C 2.909 0.357 -0.167
C 3.215 0.465 1.336
C -3.185 -0.237 0.223
N -3.692 -1.272 -0.584
H -2.072 0.105 2.044
H -2.675 -1.620 1.788
H 1.033 -1.203 -1.934
H 0.405 -0.502 0.198
H -0.582 0.759 -0.573
H 1.749 1.713 -1.474
H 1.420 1.939 0.099
H 3.831 0.652 -0.672
H 2.799 -0.715 -0.361
H 3.237 1.505 1.708
H 2.365 0.075 1.917
H 4.096 -0.104 1.597
H -3.164 0.817 -0.069
H -4.415 -0.323 1.529
H 0.239 0.014 -2.610
H -4.342 -0.939 -1.285
H -2.868 -1.602 -1.120

Force components x, y, z for each atom (eV/Å):
-2.2 0.4 2.3
0.4 0.3 0.2
-0.8 -2.0 -1.1
-0.6 2.3 0.3
0.7 -0.4 0.9
-1.4 0.4 0.3
-2.1 -0.7 -0.4
1.4 0.9 -0.7
0.0 0.0 -0.2
0.5 -0.3 -0.5
-0.2 0.0 0.1
0.1 0.5 0.4
0.6 0.6 0.4
0.1 -0.8 -0.4
0.4 -0.5 0.4
-0.4 0.2 -0.4
0.0 0.0 -0.3
0.6 -0.3 -0.5
0.2 -0.3 -0.1
0.2 0.1 0.2
-0.3 -0.2 0.0
3.4 0.2 -0.9
-0.1 -0.1 -0.2
-0.1 0.2 -0.1
-0.5 -0.5 0.4

Output
HOMO energy: -12.7 eV
total charge: +1
F_max: 3.5 eV/A
ΔE to the lowest compared entry with this formula, charge and spin: 120.5 kcal per mole
E_tot: -9466.8071 eV

***

# C6H17N2O2

A cluster of 3 separate species, C6H17N2O2 in total in a non-equilibrium geometry (ωB97M-V/def2-TZVPD, the Open Molecules 2025 dataset).

CARTESIAN COORDINATES (ANGSTROEM)
C 1.253 -1.853 -2.152
C 0.643 -1.209 -0.921
C 1.657 -1.168 0.210
C 1.010 -0.524 1.411
C 0.463 -1.208 2.419
N 0.123 -0.508 3.583
C -0.941 0.150 3.794
N 0.172 0.222 -1.209
H 0.665 -2.038 -3.081
H 1.113 -2.979 -1.774
H 2.306 -1.702 -2.230
H -0.375 -1.671 -0.604
H 2.573 -0.697 -0.158
H 2.076 -2.181 0.498
H 1.285 0.539 1.642
H 0.148 -2.268 2.319
H -0.997 0.817 4.640
H -1.724 0.192 3.060
H 0.776 0.936 -0.680
H 0.152 0.465 -2.214
H -0.633 0.605 -0.749
H -3.559 2.445 -0.173
H -2.400 3.500 -0.083
O -2.675 2.672 -0.453
H -1.823 2.574 -2.097
H -0.443 2.696 -2.849
O -0.843 2.194 -2.148

Force components x, y, z for each atom (eV/Å):
-2.2 -4.3 1.1
-2.1 -0.2 -0.3
-0.2 -1.1 0.6
1.8 0.9 0.6
-1.6 0.4 -0.2
-0.2 -0.2 0.7
1.5 -0.3 -0.8
2.9 1.3 1.1
0.5 1.3 0.5
1.0 1.9 -0.7
0.6 0.4 -0.5
2.1 0.2 -0.5
-0.2 0.6 0.2
-1.0 0.8 -0.6
-0.4 -1.0 -0.3
0.7 0.6 0.4
-0.1 -0.2 0.5
-0.6 0.0 -0.4
0.1 -1.2 -1.6
-0.2 -0.1 0.9
-1.7 -0.8 -0.2
-0.4 0.3 0.3
-0.2 0.6 0.5
0.2 -0.9 -0.5
2.8 -1.3 0.3
0.3 0.4 -0.6
-3.1 1.6 -0.3

Output
HOMO energy: -11.9 eV
total charge: +1
F_max: 4.9 eV/A
ΔE to the lowest compared entry with this formula, charge and spin: 76.7 kcal per mole
E_tot: -13564.2779 eV